C4H6F2 | ωB97M-V/def2-TZVPD

Computed properties:
Gap between HOMO and LUMO, Ha: 0.3668
Energy, eV: -9677.44504
Net charge: 0

Last column: Löwdin charge in e.
CARTESIAN COORDINATES (ANGSTROEM)
F  -0.74648  -1.70494  -1.24859  -0.02
H  0.81059  1.47235  1.23765  0.06
C  -2.11932  -0.41609  -0.07940  -0.10
H  1.26130  -1.07348  0.77933  0.07
H  -3.00342  -1.04952  -0.46922  0.14
H  0.81181  1.78851  -0.42313  0.09
H  2.38080  1.10037  0.21261  0.09
F  -2.38786  0.66404  0.68212  -0.02
C  0.94490  -0.38056  0.05019  -0.12
C  1.26100  1.08354  0.32763  -0.13
C  -0.76896  -0.80570  -0.26435  -0.15
H  1.55564  -0.67853  -0.80485  0.09